Computed, not measured: C23H35N3O3 in the gas phase, with the ωB97M-V functional and the def2-TZVPD basis.

Geometry as XYZ:
```
64
Properties=species:S:1:pos:R:3:mulliken_charge:R:1
C -1.58423 1.51721 3.39221 -1.6337
C -0.78660 0.79243 2.30959 -0.3776
C 0.71959 1.11275 2.21623 0.9841
C 1.35471 1.55620 3.54065 -1.2342
C 2.87199 1.62289 3.37332 -0.8051
C 3.22932 2.54670 2.21277 -0.8153
C 2.48579 2.10907 0.94639 -0.8350
N 1.03961 2.02875 1.11810 0.6676
C 0.38464 3.33200 1.12799 -0.4472
C 0.16833 3.87440 -0.29185 -0.9422
C -0.76100 2.98237 -1.11363 -0.8030
N -0.16509 1.67992 -1.29701 0.4779
C -0.00409 1.10575 -2.49354 0.6221
O -0.43158 1.54810 -3.54194 -0.7455
C 0.77848 -0.21227 -2.43506 -1.0532
N 0.43735 -1.04258 -1.29729 0.5684
C 1.41877 -1.39746 -0.43307 0.3180
O 2.55754 -0.97340 -0.51493 -0.7503
C 1.04409 -2.41176 0.63886 0.2686
C 1.43929 -3.82905 0.17186 -0.8822
C 0.74625 -4.28900 -1.10521 -1.0447
O -0.29987 -2.34005 1.06920 -0.3650
C -1.23040 -2.07971 0.10349 0.0821
C -2.55055 -2.41537 0.35893 -0.9810
C -3.53180 -2.14860 -0.57808 -0.7683
C -3.20905 -1.55152 -1.78836 0.5529
C -4.25586 -1.28701 -2.82697 -1.6763
C -1.88634 -1.20590 -2.03574 -0.9234
C -0.89297 -1.44773 -1.09776 1.1801
H -1.23745 1.23735 4.38328 0.3229
H -2.63160 1.23335 3.31097 0.4855
H -1.52293 2.59920 3.30657 0.3269
H -0.88647 -0.27814 2.49746 0.4621
H -1.23887 0.98350 1.33370 0.0986
H 1.21964 0.17798 1.92759 -0.2983
H 1.10076 0.84189 4.32503 0.4319
H 0.97201 2.53627 3.83043 0.3276
H 3.33891 1.97581 4.29564 0.4368
H 3.25472 0.62066 3.16419 0.3136
H 4.30338 2.52348 2.02417 0.4348
H 2.95858 3.57425 2.46793 0.2523
H 2.70119 2.80143 0.13028 0.4318
H 2.83928 1.11775 0.64531 0.2164
H -0.59310 3.22344 1.59354 0.1885
H 0.95049 4.07764 1.70553 0.2560
H 1.12265 3.96626 -0.81197 0.3420
H -0.26995 4.87096 -0.21727 0.4396
H -1.72279 2.87162 -0.59720 0.2312
H -0.94606 3.41017 -2.10252 0.5320
H 0.34446 1.36460 -0.46746 -0.4446
H 0.61670 -0.75774 -3.36990 0.3349
H 1.84505 0.01761 -2.34418 0.5322
H 1.64208 -2.18254 1.53039 0.4206
H 1.19944 -4.51897 0.98361 0.4449
H 2.52094 -3.83160 0.02582 0.4102
H 0.99458 -3.63983 -1.94200 0.2276
H 1.07285 -5.29681 -1.35165 0.5037
H -0.33457 -4.30321 -0.98189 0.1813
H -2.78742 -2.88278 1.30136 0.4952
H -4.55625 -2.41356 -0.36468 0.4069
H -4.30536 -2.12049 -3.52846 0.3139
H -5.23558 -1.17245 -2.36978 0.3908
H -4.01851 -0.38801 -3.39060 0.3743
H -1.64638 -0.72662 -2.96991 0.5372
```

## Properties
Frontier orbital gap   8.89 eV
Total energy   -35033.55873 eV
HOMO energy   -8.1 eV
Energy relative to the best compared isomer or geometry (same formula, charge and spin)   0.237 eV
Structure (SMILES)   CC[C@@H]1CCCCN1CCCNC(=O)CN1C(=O)[C@H](CC)Oc2ccc(C)cc21